(1)
Here is C5H12N4 in the gas phase at a distorted geometry from OMol25. Energies are from ωB97M-V/def2-TZVPD.

Results
Maximum force: 3.4 eV/A
Energy relative to the best compared isomer or geometry (same formula, charge and spin): 1.7086 eV
Highest occupied orbital energy: -7.4 eV
Frontier orbital gap: 8.45 eV
DFT total energy: -416.6827 a.u.

Geometry as ORCA input:
```
! RIJCOSX wB97M-V def2-TZVPD def2/J DEFGRID3
* xyz 0 1
C 1.130 -1.432 1.114
C -1.672 -0.597 1.882
C 0.802 0.301 -0.738
C 0.174 -0.671 0.239
C -1.157 -0.589 0.461
N 0.708 2.160 -2.028
N 2.164 0.325 -0.933
N -2.103 -0.292 -0.513
N 0.046 1.208 -1.317
H 0.236 2.276 -2.929
H 0.515 3.061 -1.571
H 2.342 1.043 -1.634
H 2.553 -0.567 -1.211
H -2.806 0.370 -0.201
H -1.651 0.048 -1.367
H 1.800 -0.767 1.662
H 1.732 -2.110 0.495
H 0.608 -2.073 1.833
H -2.378 0.235 2.012
H -0.870 -0.399 2.603
H -2.174 -1.529 2.142
*
```

Löwdin population analysis, charges in e, atoms 1 to 5: atom 1 (C): -0.0805, atom 2 (C): -0.0363, atom 3 (C): -0.3409, atom 4 (C): -0.2094, atom 5 (C): -0.3536

***

(2)
Here is 2 unconnected molecules or ions with the total composition C59H64N5O2 at a distorted geometry from OMol25. Energies are from ωB97M-V/def2-TZVPD.

Results
Maximum force: 3.9 eV/A
Energy relative to the best compared isomer or geometry (same formula, charge and spin): 0.0000 eV
Highest occupied orbital energy: -9.5 eV
Frontier orbital gap: 6.00 eV
DFT total energy: -2710.6693 a.u.

Geometry as ORCA input:
```
! RIJCOSX wB97M-V def2-TZVPD def2/J DEFGRID3
* xyz 1 1
C -2.669 6.397 3.991
N -2.394 4.990 4.175
C -3.349 4.184 4.749
O -4.288 4.567 5.437
C -3.030 2.760 4.341
C -4.116 2.204 3.409
C -4.349 3.180 2.277
C -5.265 4.223 2.445
C -5.385 5.217 1.477
C -4.595 5.165 0.325
C -3.737 4.079 0.115
C -3.651 3.066 1.073
N -1.731 2.888 3.658
C -1.245 1.866 2.899
C -0.433 2.018 1.784
C 0.440 1.001 1.276
C 1.803 1.452 0.942
C 2.961 0.880 1.511
C 4.213 1.442 1.247
C 4.338 2.581 0.437
C 3.194 3.118 -0.167
C 1.943 2.568 0.096
C -1.236 4.273 3.644
C 0.067 4.537 4.508
C -0.200 4.077 5.947
C 0.397 6.027 4.472
C 1.243 3.773 3.919
H -3.613 6.535 3.439
H -2.755 6.896 4.969
H -1.860 6.849 3.411
H -2.889 2.155 5.249
H -3.808 1.218 3.038
H -5.031 2.084 4.011
H -5.853 4.268 3.366
H -6.094 6.032 1.635
H -4.660 5.964 -0.415
H -3.137 4.005 -0.794
H -3.020 2.188 0.902
H -1.575 0.872 3.221
H -0.443 2.981 1.256
H 0.378 0.032 1.784
H 2.859 0.019 2.188
H 5.102 0.977 1.680
H 5.314 3.053 0.280
H 3.269 3.968 -0.859
H 1.043 2.977 -0.385
H -1.048 4.607 2.607
H -0.336 2.990 6.001
H 0.665 4.341 6.571
H -1.086 4.571 6.369
H 0.502 6.374 3.434
H -0.359 6.634 4.985
H 1.357 6.199 4.981
H 1.433 4.082 2.882
H 2.144 3.991 4.511
H 1.082 2.691 3.946
C -5.140 -3.695 -2.597
C -3.659 -3.500 -2.450
C -3.027 -2.393 -3.017
C -1.630 -2.261 -3.012
C -0.980 -1.197 -3.853
C -0.890 -3.210 -2.299
N 0.530 -3.112 -2.301
C 1.359 -2.079 -1.870
C 1.106 -0.695 -1.341
C -0.095 -0.269 -0.486
C -0.954 0.751 -1.178
C -0.728 -1.338 0.273
C 0.068 -2.388 0.763
C -0.509 -3.449 1.454
C -1.894 -3.485 1.667
C -2.657 -2.353 1.353
C -2.081 -1.267 0.692
O 1.942 0.183 -1.651
N 2.580 -2.406 -2.338
C 3.825 -1.720 -2.339
C 4.455 -1.411 -1.119
C 3.929 -1.920 0.186
C 5.623 -0.646 -1.168
C 6.146 -0.213 -2.394
C 7.277 0.776 -2.435
C 5.603 -0.721 -3.580
C 4.463 -1.528 -3.572
C 3.958 -2.116 -4.848
N 2.593 -3.651 -2.935
C 1.358 -4.051 -2.955
C 0.953 -5.272 -3.664
C 1.837 -6.374 -3.597
C 1.525 -7.566 -4.250
C 0.359 -7.660 -5.019
C -0.479 -6.548 -5.159
C -0.180 -5.353 -4.506
C -1.493 -4.334 -1.714
C -0.726 -5.419 -1.014
C -2.884 -4.457 -1.795
H -5.451 -4.640 -2.137
H -5.700 -2.878 -2.124
H -5.437 -3.722 -3.654
H -3.617 -1.632 -3.531
H -0.270 -1.629 -4.587
H -1.780 -0.674 -4.410
H -0.433 -0.443 -3.262
H -1.548 1.345 -0.465
H -0.345 1.442 -1.794
H -1.680 0.253 -1.855
H 1.152 -2.335 0.613
H 0.139 -4.259 1.799
H -2.357 -4.382 2.102
H -3.713 -2.317 1.641
H -2.666 -0.364 0.486
H 4.599 -1.621 1.003
H 2.942 -1.491 0.408
H 3.842 -3.019 0.191
H 6.125 -0.367 -0.233
H 7.678 0.858 -3.453
H 6.933 1.776 -2.127
H 8.089 0.485 -1.755
H 6.064 -0.496 -4.545
H 4.745 -1.990 -5.599
H 3.754 -3.188 -4.745
H 3.057 -1.617 -5.230
H 2.750 -6.269 -3.010
H 2.193 -8.422 -4.152
H 0.118 -8.593 -5.532
H -1.376 -6.609 -5.777
H -0.811 -4.470 -4.638
H -1.323 -5.787 -0.168
H -0.547 -6.274 -1.686
H 0.238 -5.081 -0.616
H -3.357 -5.333 -1.344
*
```

Löwdin population analysis, charges in e, atoms 1 to 5: atom 1 (C): -0.0176, atom 2 (N): -0.0264, atom 3 (C): -0.4224, atom 4 (O): 0.0881, atom 5 (C): -0.1609

***

(3)
Here is a molecular structure, C5H6O at a distorted geometry from OMol25. Energies are from ωB97M-V/def2-TZVPD.

Results
Maximum force: 2.6 eV/A
Energy relative to the best compared isomer or geometry (same formula, charge and spin): 4.5578 eV
Highest occupied orbital energy: -8.9 eV
Frontier orbital gap: 9.95 eV
DFT total energy: -269.1787 a.u.

Geometry as ORCA input:
```
! RIJCOSX wB97M-V def2-TZVPD def2/J DEFGRID3
* xyz 0 1
C -0.852 -0.839 0.252
C 0.072 -0.551 -0.902
C 0.387 0.881 -0.866
O -0.687 1.554 0.384
C -0.255 0.357 1.018
C 1.062 0.278 0.244
H -0.602 -1.790 0.732
H -1.919 -0.792 0.018
H 0.118 -1.166 -1.816
H 0.888 1.335 -1.741
H -0.303 0.293 2.112
H 2.091 0.439 0.566
*
```

Löwdin population analysis, charges in e, atoms 1 to 5: atom 1 (C): -0.1253, atom 2 (C): -0.0911, atom 3 (C): -0.0864, atom 4 (O): -0.0810, atom 5 (C): -0.3455

***

(4)
Here is a molecular structure, C18H15BBrF4MnN3O6 at a distorted geometry from OMol25. Energies are from ωB97M-V/def2-TZVPD.

Results
Maximum force: 8.7 eV/A
Highest occupied orbital energy (alpha / beta): -1.9 / -5.3 eV
Frontier orbital gap (alpha / beta): 2.76 / 6.19 eV
DFT total energy: -5459.9330 a.u.
⟨S²⟩: 12.023

Geometry as ORCA input:
```
! RIJCOSX wB97M-V def2-TZVPD def2/J DEFGRID3
* xyz -1 7
Mn 32.065 -10.685 3.658
Br 33.953 -11.632 4.956
B 32.828 -10.445 1.465
F 33.672 -11.562 1.774
F 32.922 -9.891 0.273
F 31.547 -10.751 1.722
F 33.114 -9.417 2.359
C 31.519 -17.490 1.828
C 32.503 -16.512 2.133
C 32.111 -15.278 2.722
C 30.830 -14.924 2.901
C 29.861 -15.878 2.623
C 30.202 -17.154 2.165
N 30.446 -13.547 3.499
O 31.287 -12.683 3.713
O 29.304 -13.250 3.825
H 31.744 -18.463 1.419
H 33.557 -16.740 2.066
H 32.935 -14.585 2.812
H 28.799 -15.741 2.760
H 29.360 -17.811 2.006
C 28.215 -5.734 1.407
C 27.938 -5.811 2.714
C 27.927 -6.996 3.323
C 28.369 -8.156 2.633
C 28.430 -8.115 1.224
C 28.450 -6.850 0.601
N 28.740 -9.416 3.361
O 29.976 -9.711 3.296
O 27.909 -9.903 4.125
H 28.028 -4.750 1.003
H 27.644 -4.945 3.288
H 27.871 -6.943 4.400
H 28.369 -8.990 0.593
H 28.723 -6.698 -0.433
C 34.480 -7.249 9.212
C 34.725 -8.142 8.216
C 33.911 -8.260 7.101
C 32.603 -7.659 7.104
C 32.295 -6.765 8.214
C 33.291 -6.453 9.126
N 31.765 -7.933 5.954
O 32.109 -8.681 5.101
O 30.662 -7.311 6.022
H 35.242 -7.146 9.971
H 35.586 -8.794 8.248
H 34.314 -8.974 6.398
H 31.342 -6.261 8.270
H 33.192 -5.696 9.889
*
```

Löwdin population analysis, charges in e, atoms 1 to 5: atom 1 (Mn): 0.6847, atom 2 (Br): -0.0006, atom 3 (B): -1.4619, atom 4 (F): 0.0663, atom 5 (F): 0.2346